Computed, not measured: a cluster of 9 separate species, C21H62NO9S8 in total at a distorted geometry, with ωB97M-V/def2-TZVPD.

```
101
Properties=species:S:1:pos:R:3:forces:R:3:lowdin_charge:R:1
C 0.340 -0.563 2.404 3.37 -4.09 -0.07 -0.051
N 0.281 0.204 1.178 -3.39 -2.31 -1.88 -0.288
C -1.335 0.257 0.884 2.00 0.22 -6.25 0.074
C 0.839 1.506 1.510 1.86 2.00 -2.11 -0.010
C 1.113 -0.417 0.097 0.78 -0.66 -0.24 -0.106
C 1.002 0.144 -1.298 -4.39 3.01 1.01 -0.310
O 1.892 -0.347 -2.187 0.82 -0.23 -0.37 -0.025
H -0.340 -0.034 2.994 -0.11 0.61 2.20 0.070
H 1.487 -0.813 2.565 -2.14 1.44 0.81 0.157
H 0.065 -1.663 2.391 -0.60 1.33 -0.94 0.110
H -1.997 0.474 1.599 -1.18 1.52 4.09 0.032
H -1.991 -0.574 0.430 2.60 0.02 0.51 0.088
H -1.406 1.014 0.055 0.05 -0.47 0.97 0.099
H 0.135 2.030 2.050 -2.02 1.41 0.69 0.069
H 1.247 2.171 0.594 -1.00 -1.85 2.18 0.154
H 1.560 1.344 2.296 1.00 -0.11 -0.46 0.107
H 1.162 -1.513 0.044 -1.40 -0.01 0.35 0.128
H 2.100 -0.291 0.430 1.70 0.89 0.69 0.118
H 0.853 1.284 -1.301 1.08 -1.29 0.05 0.140
H -0.041 -0.115 -1.602 0.39 -0.01 -0.11 0.097
H 1.431 -1.178 -2.342 1.05 -0.90 -0.93 0.013
C -1.154 5.216 1.599 -0.78 1.70 -4.17 -0.256
S 0.580 5.405 1.194 0.33 -2.03 -2.73 0.858
O 0.700 4.734 -0.256 -0.16 1.71 3.09 -0.607
C 0.622 7.184 1.030 -5.18 0.66 4.23 -0.272
H -1.331 4.377 2.153 -0.42 -1.91 1.86 -0.001
H -1.712 5.064 0.583 1.26 0.12 1.52 0.105
H -1.564 6.149 1.927 -0.16 0.29 0.99 0.039
H 0.797 7.715 2.070 -0.59 -1.48 -1.61 0.111
H -0.394 7.574 0.660 1.87 -0.44 -0.01 0.092
H 1.446 7.425 0.558 3.80 1.24 -3.19 -0.027
C 6.585 3.089 -0.704 -0.76 0.29 2.01 -0.271
S 5.025 2.227 -0.978 -2.18 1.53 2.29 0.854
O 4.435 2.126 0.436 0.56 -0.95 -1.01 -0.624
C 3.971 3.697 -1.527 -0.67 -4.13 -3.51 -0.208
H 7.035 3.162 -1.620 1.63 -0.29 -2.39 0.001
H 7.215 2.528 0.063 -1.04 0.86 -1.05 0.092
H 6.371 4.149 -0.480 0.07 -0.62 0.74 0.064
H 4.473 4.131 -2.353 0.29 0.64 -1.03 0.029
H 3.913 4.324 -0.758 -0.09 2.38 3.40 -0.014
H 2.902 3.372 -1.838 1.98 0.21 0.58 0.081
C -3.444 0.355 6.981 -1.44 2.81 -2.36 -0.258
S -2.677 0.010 5.420 -0.61 0.43 -2.73 0.815
O -2.597 1.334 4.620 0.32 -1.85 1.51 -0.568
C -1.048 -0.476 5.954 -6.77 2.87 9.93 -0.225
H -3.052 -0.136 7.786 0.11 -2.24 1.93 0.022
H -4.536 0.521 6.740 1.08 -1.06 0.83 0.090
H -3.133 1.352 7.197 0.40 1.20 0.02 0.045
H -0.483 -0.738 5.303 6.46 -3.39 -8.42 -0.095
H -1.202 -1.323 6.727 0.36 1.40 -1.16 0.112
H -0.639 0.427 6.416 0.19 -0.23 0.37 0.080
C -3.073 -2.001 -1.577 8.69 11.28 4.89 -0.244
S -3.017 -0.768 -2.807 -0.56 2.53 1.34 0.916
O -2.288 0.412 -2.184 -0.89 -0.84 -0.16 -0.543
C -1.829 -1.419 -3.812 0.99 -1.54 -0.75 -0.302
H -3.497 -2.747 -1.658 -8.28 -13.00 -2.75 -0.091
H -3.448 -1.600 -0.602 -0.03 0.34 -0.96 0.086
H -2.052 -2.364 -1.268 -0.32 0.81 -0.61 0.091
H -0.928 -1.750 -3.412 1.59 -0.44 2.54 0.008
H -1.382 -0.641 -4.349 -0.38 1.18 -2.04 0.052
H -2.092 -2.354 -4.240 -1.02 -0.35 -1.57 0.060
C 3.448 -4.189 0.124 6.38 -2.40 3.78 -0.281
S 2.539 -4.755 1.460 -3.06 2.55 2.49 0.898
O 1.914 -3.445 2.074 1.32 -2.00 -0.44 -0.585
C 1.164 -5.237 0.419 0.06 -2.10 1.70 -0.276
H 3.025 -3.369 -0.152 -2.61 5.32 -1.97 -0.040
H 3.323 -4.942 -0.582 1.02 -1.22 -1.62 0.021
H 4.572 -3.902 0.610 -2.91 -1.12 -1.98 0.164
H 0.297 -5.517 1.057 0.84 -0.25 -0.37 0.060
H 1.579 -6.065 -0.162 -0.78 0.00 -0.35 0.064
H 0.896 -4.363 -0.083 -0.24 1.35 -1.32 0.003
C -0.676 5.576 -3.497 1.87 -4.76 3.76 -0.260
S -1.481 4.384 -4.638 0.55 0.34 -1.88 0.832
O -0.822 4.478 -6.046 -0.81 -0.33 3.01 -0.578
C -0.984 2.840 -3.839 2.22 -2.43 0.64 -0.318
H -0.905 6.465 -3.816 -1.43 5.01 -2.20 -0.044
H 0.452 5.554 -3.363 -1.29 -0.57 -0.51 0.084
H -1.108 5.529 -2.419 0.53 -0.45 -1.85 0.079
H -1.095 1.851 -4.506 -0.01 2.67 1.21 0.089
H -1.394 2.594 -2.817 -0.45 0.68 -1.30 0.040
H 0.120 2.928 -3.561 -1.09 -0.12 -0.85 0.054
C -2.430 -4.022 1.305 4.11 -4.20 2.72 -0.289
S -2.938 -3.233 2.771 -1.19 3.29 -0.58 0.866
O -3.259 -1.767 2.353 0.83 -2.19 0.78 -0.572
C -4.546 -3.997 2.801 -2.13 0.68 -0.91 -0.276
H -1.310 -4.177 1.212 -0.76 1.31 0.62 0.049
H -2.675 -3.721 0.381 -1.99 1.28 -2.96 -0.012
H -2.561 -5.110 1.525 -0.89 0.54 -0.61 0.081
H -5.256 -3.554 3.537 0.95 -0.08 -0.41 0.079
H -4.583 -5.051 2.888 0.66 -1.22 0.74 0.036
H -5.016 -3.900 1.792 0.42 0.62 0.60 0.077
C 1.297 -3.310 -4.873 -0.09 1.61 0.75 -0.237
S 1.572 -4.018 -3.229 0.42 0.14 -1.07 0.821
O 1.216 -2.881 -2.372 -0.55 1.00 1.90 -0.566
C 0.157 -5.091 -3.194 -1.23 1.48 1.36 -0.248
H 0.182 -2.986 -5.127 2.49 -0.01 1.08 0.102
H 1.427 -4.131 -5.494 0.79 -1.37 -1.74 0.011
H 2.191 -2.558 -4.919 -2.13 -1.06 -0.46 0.110
H -0.253 -5.120 -2.104 0.92 -0.06 -1.95 0.079
H 0.531 -6.073 -3.505 -0.94 0.17 -0.50 0.061
H -0.508 -4.377 -3.798 0.08 -2.29 0.58 0.056
```
Positions in Å, forces in eV/Å.

## Properties
charge = +1
energy above the lowest of the compared OMol25 structures with the same formula, charge and spin = 2.435 eV
multiplicity = 1
gap between HOMO and LUMO = 7.98 eV
maximum force = 15.659 eV Å⁻¹